172
Properties=species:S:1:pos:R:3 method="wB97M-V/def2-TZVPD" e_lumo_ev=-1.89 energy_ha=-7655.05430 multiplicity=1 homo_ev=-8.118
Br 3.08 -4.10 -5.72
S 3.53 -0.61 -5.79
P 4.76 0.27 -2.57
F 2.15 1.19 -7.10
F 2.54 1.80 -5.07
F 4.14 1.85 -6.57
O 4.19 -1.09 -0.19
O 0.04 -3.41 -0.72
O 2.99 -1.26 -6.94
O 4.79 1.29 -3.84
O 2.93 -5.80 5.67
O 3.37 3.03 2.10
O -3.35 -1.50 0.44
O 4.94 -0.78 -5.60
O 4.18 1.34 -1.46
O -1.40 -2.05 1.16
N -13.03 2.57 -2.14
N -3.99 0.80 -1.69
N 3.40 0.66 1.94
N -0.27 -5.15 -9.67
N 4.80 5.54 3.11
N -2.22 -1.34 0.23
N 7.60 -2.29 1.60
N -3.59 3.60 2.80
N -0.44 -2.87 -3.39
N -8.86 -0.94 -2.53
N 2.25 -3.64 5.63
N 1.91 -5.08 8.54
N -1.52 4.18 7.09
N 5.36 4.40 -4.00
C -1.50 5.82 5.61
C 0.28 -5.41 10.00
C 0.80 -1.49 0.42
C 2.67 -1.04 -4.26
C -10.80 0.01 -2.98
C -9.79 1.01 -3.00
C 1.02 -6.00 9.00
C 2.01 -2.49 4.72
C 7.79 -3.37 -0.32
C 0.90 -6.82 -10.51
C 5.42 4.97 -2.75
C 2.51 -1.17 -1.88
C 6.47 4.75 -4.71
C 1.16 0.04 2.69
C 5.44 7.65 3.34
C 2.45 -5.01 3.50
C -10.20 -1.19 -2.69
C 7.26 5.54 -3.92
C 0.80 -2.18 -3.24
C 6.17 5.52 3.22
C -0.18 -6.51 -9.73
C 1.98 -0.80 0.58
C -0.06 -0.60 2.49
C -0.21 -1.37 1.36
C -12.77 3.90 -2.33
C 3.07 1.19 -6.14
C 1.45 0.79 3.97
C -3.84 2.35 3.55
C 6.58 5.68 -2.68
C 1.27 -3.56 -6.25
C 4.35 6.83 3.18
C 0.86 -2.17 -5.70
C -14.36 2.34 -2.30
C -1.77 0.92 3.67
C -8.60 0.39 -2.72
C 0.76 -4.08 10.14
C 6.59 6.81 3.36
C -5.21 1.52 -3.39
C 0.66 -2.37 -0.76
C 1.34 -1.90 -2.00
C 3.39 1.87 1.97
C 0.35 -4.69 -5.76
C 3.19 -0.68 -2.99
C -1.27 4.48 5.78
C -3.09 1.16 2.95
C 1.50 -5.60 -10.92
C 1.91 -1.20 5.54
C -1.90 6.35 6.87
C -1.17 -0.51 3.50
C -14.97 3.53 -2.60
C 2.16 -0.02 1.72
C 1.48 -1.78 -4.38
C 8.86 -2.84 1.59
C 3.02 -1.00 -0.48
C -4.11 2.15 -1.53
C 2.50 0.03 4.82
C 1.76 -3.91 9.23
C 9.01 -3.52 0.41
C 0.75 -4.59 -10.38
C -4.86 2.63 -2.57
C -13.95 4.52 -2.61
C 6.95 -2.61 0.45
C 2.58 -4.86 5.00
C -1.90 5.31 7.76
C -4.66 0.41 -2.82
H 2.44 -1.34 6.48
H -4.91 2.15 3.57
H 0.56 0.87 4.58
H 5.42 8.72 3.42
H 2.81 -2.42 4.00
H 1.24 -7.82 -10.75
H 5.94 -2.27 0.27
H -1.97 -1.16 3.18
H -0.66 -4.34 -5.62
H 0.85 -3.52 -10.45
H -0.96 3.72 5.08
H -12.34 1.87 -1.92
H -3.49 0.18 -1.09
H 6.61 4.40 -5.73
H 1.05 -1.41 -6.44
H -0.90 -7.14 -9.23
H 9.54 -2.70 2.42
H 4.22 4.73 3.01
H 1.58 -4.50 3.11
H 0.40 -5.53 -6.45
H -2.13 5.28 8.81
H -3.71 0.26 3.00
H -0.31 -3.83 -3.06
H 4.63 4.82 -2.03
H -14.08 5.57 -2.81
H -2.16 7.37 7.09
H -10.61 -2.18 -2.58
H -2.86 1.41 1.92
H 1.38 -3.82 6.12
H -16.02 3.67 -2.78
H -5.80 1.55 -4.29
H 0.98 -6.99 8.59
H -4.43 3.91 2.34
H -1.87 1.13 4.74
H -3.52 2.52 4.58
H 3.30 7.05 3.12
H 7.62 7.13 3.46
H 2.35 -6.07 3.31
H 2.58 -5.23 7.80
H 0.86 -1.01 5.77
H -0.82 -0.86 4.47
H 1.81 1.80 3.78
H 9.89 -4.05 0.10
H -11.76 4.28 -2.25
H -3.65 2.66 -0.70
H -8.18 -1.64 -2.31
H 3.35 -4.64 3.02
H -1.43 3.27 7.50
H 3.29 -0.32 4.17
H -0.21 -2.22 -5.55
H -1.04 1.63 3.28
H -1.39 6.37 4.68
H 0.76 -5.02 -4.81
H 2.39 -3.05 9.01
H -0.51 -5.88 10.56
H 6.71 4.59 3.18
H -3.29 4.33 3.44
H 1.23 -3.52 -7.33
H 1.06 -2.64 4.20
H -9.92 2.06 -3.20
H 2.37 -5.48 -11.53
H 3.68 2.03 -1.93
H 7.22 -1.74 2.35
H -14.77 1.34 -2.19
H -11.86 0.15 -3.17
H 6.92 6.24 -1.83
H 4.62 3.82 -4.34
H 0.40 -3.34 10.84
H -4.68 -0.63 -3.12
H 2.89 0.70 5.57
H -5.13 3.66 -2.73
H -1.11 -2.47 -2.73
H 7.57 -3.78 -1.29
H 8.20 5.97 -4.20
H 5.72 1.49 -4.02
H -7.60 0.77 -2.64
H -0.97 -4.64 -9.17


224
Properties=species:S:1:pos:R:3 method="wB97M-V/def2-TZVPD" total_charge=+9 e_lumo_ev=-15.25 energy_ha=-3682.38311 multiplicity=1 homo_ev=-16.990
O -1.65 -0.56 1.36
O 5.52 8.25 -0.12
O 10.14 -2.27 -0.18
O 3.42 0.49 -8.71
O -1.71 -7.52 -0.34
N -5.78 -2.82 10.81
N 1.79 -1.89 -9.82
N -5.31 7.13 -7.01
N 1.53 2.03 8.91
N -10.73 3.69 1.61
N -4.47 -9.64 0.23
N -4.79 -4.08 9.33
N -1.20 -0.23 0.22
N 3.10 0.99 10.01
N -9.36 4.92 2.84
N -4.41 7.67 -5.18
N 8.55 -4.01 2.56
N 5.42 8.28 -1.18
C -5.03 -3.90 10.67
C -1.88 -1.76 -1.56
C -9.24 5.29 5.34
C 2.37 1.74 10.93
C -0.30 -7.23 -0.46
C -5.42 -3.03 8.69
C -3.81 -8.65 -0.69
C 2.25 0.49 -8.44
C -4.19 -8.23 2.32
C 0.02 -2.59 -8.00
C -11.91 3.13 1.03
C 7.43 -6.34 2.46
C -4.81 5.94 -6.51
C 10.84 -1.81 -1.10
C -8.64 4.31 1.81
C -3.55 7.78 -2.72
C -0.61 1.64 7.66
C -6.02 -2.23 9.61
C 6.45 6.01 -1.33
C 1.39 -0.67 -10.05
C 4.27 1.39 -9.46
C 1.39 2.33 10.24
C 0.65 -2.37 -11.00
C -2.88 -4.43 7.78
C 2.59 1.22 8.81
C -8.99 5.88 3.97
C -1.35 1.27 -0.19
C 7.34 -3.37 1.97
C -9.46 3.50 1.10
C -6.91 -10.26 0.76
C -4.10 -9.56 1.66
C -6.09 -2.33 12.14
C -6.03 -9.31 0.01
C 5.51 7.00 -2.09
C -10.60 4.51 2.66
C 5.55 8.47 -4.13
C -5.11 8.13 -6.17
C 3.51 9.91 -1.95
C 10.62 -3.48 3.99
C -1.43 2.09 1.13
C -4.19 -11.02 -0.30
C 0.75 2.51 7.75
C 5.03 9.60 -1.89
C -0.21 -2.49 0.24
C -0.12 1.55 -1.07
C 10.61 -3.54 1.03
C 0.51 -0.77 -1.49
C -3.74 8.51 -4.06
C -6.14 7.21 -8.21
C 0.18 0.56 -2.13
C 9.51 -4.43 1.46
C 9.24 -3.07 3.56
C 0.86 -3.86 -11.21
C 4.08 6.50 -2.27
C 1.45 -2.65 -8.50
C -4.21 6.33 -5.37
C 5.73 10.68 -0.99
C -2.64 1.42 -0.98
C -3.94 -5.07 8.69
C -0.69 -1.36 -0.67
C 5.63 9.73 -3.27
C -2.30 -8.65 -0.76
C 3.14 -2.17 -10.38
C 6.12 7.31 -3.43
C 8.17 -5.31 3.25
C 4.30 0.20 10.38
H -2.72 8.74 -4.35
H -4.95 4.97 -6.88
H 1.49 1.09 -8.95
H -11.45 4.90 3.20
H 6.90 -3.98 1.21
H -3.54 0.95 -0.48
H -3.10 -11.14 -0.41
H 5.28 10.62 -3.80
H -4.32 9.41 -3.87
H -12.79 3.72 1.22
H 0.09 -3.94 -11.99
H 11.92 -1.93 -1.08
H -3.41 -5.63 9.49
H 2.61 1.78 11.95
H -2.86 -1.71 -1.06
H 3.91 -1.90 -9.57
H 0.47 -0.37 -9.58
H -8.87 4.25 5.35
H -7.00 -11.25 0.34
H -6.23 -9.38 -1.05
H -0.17 -6.16 -0.42
H -0.58 0.50 -2.94
H -4.70 -4.53 11.46
H 1.79 -3.68 -8.80
H -3.76 -8.41 3.27
H 9.07 -5.76 3.66
H 10.45 -4.43 4.64
H -3.72 5.81 -4.59
H -2.26 1.79 1.72
H 4.48 8.27 -4.49
H -4.72 -10.33 2.12
H 7.52 -5.03 4.14
H -5.49 6.81 -9.00
H -4.59 -11.81 0.35
H -4.74 -11.13 -1.25
H -0.56 1.93 1.80
H -0.28 0.60 7.42
H -7.90 6.05 3.87
H -11.74 3.02 -0.02
H 4.21 5.57 -2.78
H 5.18 0.85 -9.67
H 2.92 0.73 7.88
H 7.20 7.45 -3.40
H -2.82 2.48 -1.21
H 0.90 -1.82 -11.92
H -0.98 -2.75 0.99
H 3.46 7.14 -2.90
H -1.35 3.12 0.85
H 3.53 6.35 -1.34
H -5.48 9.11 -6.42
H 3.12 9.37 -2.83
H -2.51 0.94 -1.96
H 11.39 -4.00 0.39
H -6.65 -1.36 12.12
H 5.42 10.75 0.03
H 8.55 -2.97 4.42
H -4.55 -5.80 8.13
H -3.68 -7.46 1.73
H 5.86 6.39 -4.01
H 4.48 2.15 -8.66
H 1.25 -0.55 -0.72
H 6.09 5.53 -0.48
H 1.07 0.91 -2.65
H -5.23 -7.94 2.34
H -2.07 -3.93 8.31
H 10.08 -5.41 1.61
H -1.87 -1.24 -2.50
H 1.25 2.38 6.80
H 4.98 0.93 10.83
H -6.18 -8.28 0.32
H 6.27 -6.04 2.23
H 8.90 -4.66 0.55
H -4.50 7.34 -2.32
H -3.11 -9.92 1.71
H 5.54 11.60 -1.56
H 4.69 -0.20 9.46
H -1.68 -2.80 -1.77
H -5.46 -3.02 7.62
H -6.81 -10.39 1.85
H -9.31 2.70 0.37
H 6.17 8.75 -5.01
H -8.58 5.85 6.01
H 1.88 -0.26 -7.75
H -10.26 5.25 5.71
H -9.56 6.82 3.78
H -6.50 8.21 -8.29
H 1.00 -1.54 -2.05
H 10.33 -1.18 -1.83
H 1.81 -4.14 -11.63
H 0.57 3.54 7.99
H -1.29 1.97 6.87
H 3.49 10.98 -2.13
H -3.22 -3.74 7.02
H 0.55 2.86 10.63
H -2.49 -5.26 7.16
H 9.36 -2.10 2.98
H 0.73 1.63 -0.38
H 1.98 0.02 -10.67
H 4.01 -0.61 11.06
H 7.36 6.61 -1.16
H -6.73 -3.08 12.54
H 6.77 5.28 -2.08
H -7.92 -9.85 0.63
H 4.01 4.34 -3.62
H -4.23 -8.92 -1.66
H 2.97 9.68 -1.04
H -7.56 4.40 1.78
H -7.04 6.56 -8.07
H 11.28 -2.84 1.60
H -4.17 -7.64 -0.42
H -0.36 -1.60 -7.63
H -5.17 -2.14 12.74
H 3.35 -1.74 -11.35
H 0.64 -2.13 0.81
H -0.28 -2.08 -10.56
H 10.98 -2.63 4.61
H 2.18 -2.26 -7.79
H 3.75 1.85 -10.33
H -0.04 -7.52 0.55
H 3.31 -3.24 -10.46
H -6.61 -1.37 9.52
H -0.01 -3.26 -7.10
H -0.71 -3.01 -8.67
H -3.31 8.48 -1.96
H 11.57 -3.87 3.60
H 6.82 10.52 -1.02
H -12.16 2.17 1.49
H -1.87 -8.96 -1.71
H 0.57 -4.36 -10.30
H -2.92 6.94 -2.86
H -1.96 -9.59 -0.30
H 0.07 -3.35 -0.35
H 7.39 -7.33 3.02
H 7.67 -6.56 1.35
H 6.67 9.96 -3.13
H 7.47 -2.36 1.61
H 0.21 -7.72 -1.28
H -1.10 1.67 8.65
H -0.20 2.53 -1.55
H 6.63 -3.23 2.77